1.
This record from OMol25 describes a gas-phase ion, C4H10N3 (charge +1). The level of theory is ωB97M-V with the def2-TZVPD basis set.

SMILES	C=[N+](C)C/N=N/C
energy relative to the best compared isomer or geometry (same formula, charge and spin)	381.79	kJ/mol
gap between HOMO and LUMO	8.7	eV
strongest force on any atom	2.9	eV/Å
HOMO level	-13.68	eV
net charge	+1

Last column: Löwdin charge in e.
Atoms and positions in Å:
1 C 2.0687 0.3901 0.9947  0.188
2 N 1.3790 0.1899 -0.0508  -0.131
3 C 1.1659 -1.2285 -0.4912  0.010
4 C 0.4669 1.2097 -0.5906  -0.110
5 N -0.9229 0.9653 -0.1347  0.041
6 N -1.2825 -0.1789 0.1962  -0.031
7 C -2.6878 -0.1789 0.2912  -0.098
8 H 2.5249 -0.4901 1.3989  0.121
9 H 2.0834 1.4436 1.4260  0.161
10 H 2.0866 -1.7375 -0.3682  0.091
11 H 0.4353 -1.7734 0.0544  0.077
12 H 0.6959 -1.1914 -1.5237  0.132
13 H 0.4845 0.9447 -1.6415  0.129
14 H 0.7682 2.2603 -0.5106  0.145
15 H -2.9408 -0.7030 1.2386  0.108
16 H -3.2374 -0.7478 -0.3939  0.071
17 H -3.0881 0.8260 0.1052  0.095

2.
This record from OMol25 describes a molecular structure, C21H13N7PdS3. The level of theory is ωB97M-V with the def2-TZVPD basis set.

energy relative to the best compared isomer or geometry (same formula, charge and spin)	15.83	kJ/mol
gap between HOMO and LUMO	4.8	eV
strongest force on any atom	0.5	eV/Å
HOMO level	-1.00	eV
net charge	-2

Last column: Löwdin charge in e.
Atoms and positions in Å:
1 Pd -0.6616 2.8426 -0.3540  0.316
2 S -0.2867 5.3180 -0.3161  0.424
3 C 1.0776 4.9545 0.6534  -1.220
4 S 1.5369 3.2887 0.5725  0.447
5 C 1.7518 5.8966 1.4299  -0.424
6 C 2.8769 5.5614 2.2284  -0.301
7 N 3.7979 5.3272 2.8865  0.094
8 C 1.3424 7.2588 1.4644  -0.302
9 N 1.0606 8.3790 1.5018  0.093
10 N -0.0460 -4.7284 4.6245  0.102
11 C -0.3808 -3.7989 4.0284  -0.227
12 C -0.8039 -2.6459 3.2989  -0.273
13 C -1.8299 -1.8348 3.7929  -0.060
14 C -2.2624 -0.7324 3.0946  -0.019
15 C -1.6805 -0.3880 1.8528  -0.198
16 C -0.6282 -1.2040 1.3687  0.001
17 C -0.2122 -2.3055 2.0752  -0.039
18 N -2.1098 0.6759 1.1409  -0.050
19 C -3.1747 1.5373 1.4539  -0.102
20 C -3.3834 2.3154 0.3780  -0.203
21 N -2.5468 1.9973 -0.6868  -0.117
22 C -1.6629 1.0545 -0.1829  -0.360
23 H -2.2912 -2.0819 4.7411  0.108
24 H -3.0587 -0.1306 3.5064  0.088
25 H -0.1545 -0.9697 0.4283  0.068
26 H 0.5862 -2.9202 1.6788  0.114
27 H -3.6307 1.5741 2.4260  0.086
28 H -4.0940 3.1233 0.2927  0.089
29 H -1.3521 0.2238 -0.8118  0.075
30 N 1.7448 0.5100 -1.0386  0.098
31 C 1.6663 -0.5675 -1.8102  -0.673
32 N 0.5772 -1.2167 -2.0985  0.095
33 C 0.8472 -2.2899 -2.9154  -0.324
34 C -0.1032 -3.1875 -3.4005  -0.029
35 C 0.3004 -4.2384 -4.2070  -0.115
36 C 1.6422 -4.4157 -4.5430  -0.128
37 C 2.6026 -3.5332 -4.0689  -0.119
38 C 2.1981 -2.4818 -3.2634  -0.498
39 S 3.1562 -1.2254 -2.5320  1.038
40 H 0.9462 1.0271 -0.6524  -0.006
41 H 2.6382 0.9186 -0.8224  0.070
42 H -1.1419 -3.0438 -3.1336  0.109
43 H -0.4387 -4.9358 -4.5823  0.090
44 H 1.9381 -5.2438 -5.1744  0.087
45 H 3.6468 -3.6645 -4.3248  0.097

3.
This record from OMol25 describes a molecular structure, C26H71HfN4O16S. The level of theory is ωB97M-V with the def2-TZVPD basis set.

gap between HOMO and LUMO	1.0	eV
strongest force on any atom	2.7	eV/Å
HOMO level	-9.43	eV
net charge	+1

Last column: Löwdin charge in e.
Atoms and positions in Å:
1 Hf -2.7405 5.9629 2.7859  1.301
2 C -0.9864 0.5101 -1.4077  -0.088
3 C -1.8769 1.6700 -1.5887  -0.364
4 O -1.9394 2.6097 -0.5454  -0.037
5 H -1.1925 0.0246 -0.4538  0.086
6 H 0.0584 0.7979 -1.5243  0.089
7 H -1.1868 -0.2785 -2.1329  0.086
8 H -2.9018 1.3496 -1.7755  0.148
9 H -1.6990 2.1246 -2.5632  0.138
10 S -7.4693 6.1961 3.3718  0.229
11 O -6.5691 5.3546 2.5461  -0.223
12 O -6.3559 6.8644 4.0649  -0.175
13 O -8.2920 7.1458 2.6687  -0.206
14 O -8.2401 5.4196 4.3071  -0.177
15 C 5.5627 8.7709 6.9050  -0.087
16 O 5.2485 7.5300 6.2996  -0.210
17 C 5.5101 6.3934 7.0133  -0.248
18 C 5.3346 5.1397 6.0854  -0.170
19 N 6.1978 5.1057 4.8661  -0.040
20 C 6.4964 3.7517 4.5017  -0.235
21 C 5.2789 2.7741 4.2684  -0.193
22 O 4.4068 3.4068 3.3480  -0.223
23 C 4.8537 3.5665 1.9834  -0.091
24 H 4.7281 9.0415 7.5517  0.090
25 H 5.6801 9.4473 6.0584  0.088
26 H 6.5515 8.7353 7.3623  0.088
27 H 4.9993 6.3298 7.9741  0.119
28 H 6.5599 6.5065 7.2841  0.113
29 H 4.2852 5.0170 5.8177  0.110
30 H 5.5299 4.2602 6.6990  0.108
31 H 5.6178 5.5237 4.1527  0.100
32 H 7.1085 3.3188 5.2930  0.116
33 H 7.1135 3.7386 3.6033  0.099
34 H 4.8147 2.5835 5.2361  0.110
35 H 5.6515 1.8741 3.7792  0.117
36 H 4.7306 2.6912 1.3456  0.082
37 H 5.9180 3.7917 1.9158  0.074
38 H 4.3922 4.4275 1.4998  0.085
39 C 2.2744 -9.3827 4.6891  -0.128
40 O 2.0261 -8.0221 4.5229  -0.180
41 C 0.7043 -7.8461 4.0777  -0.224
42 C 0.3720 -6.3633 4.2825  -0.171
43 N 1.4052 -5.5441 3.6012  -0.058
44 C 1.1486 -5.3694 2.1939  -0.227
45 C 2.3779 -4.6193 1.5954  -0.207
46 O 3.5060 -5.4473 1.8650  -0.220
47 C 4.7833 -4.9344 1.4719  -0.095
48 H 1.5429 -9.8584 5.3423  0.084
49 H 3.2216 -9.6621 5.1505  0.090
50 H 2.2501 -9.9132 3.7372  0.090
51 H 0.0091 -8.4865 4.6206  0.120
52 H 0.6897 -8.0588 3.0088  0.119
53 H 0.4152 -6.0149 5.3145  0.111
54 H -0.6155 -6.0819 3.9169  0.112
55 H 2.2816 -6.0456 3.6244  0.085
56 H 0.2537 -4.7893 1.9687  0.112
57 H 1.0761 -6.2691 1.5828  0.108
58 H 2.4707 -3.6418 2.0686  0.116
59 H 2.3970 -4.5812 0.5063  0.115
60 H 5.5638 -5.6462 1.7407  0.087
61 H 5.0780 -3.9511 1.8383  0.084
62 H 4.7816 -4.9190 0.3820  0.079
63 C 1.0539 -0.3112 -8.5665  -0.108
64 O 1.9181 -1.4437 -8.4427  -0.208
65 C 3.0197 -1.2415 -7.5249  -0.201
66 C 3.9378 -2.4714 -7.6465  -0.173
67 N 4.8916 -2.1979 -8.7695  -0.080
68 C 5.8820 -3.2355 -9.0945  -0.189
69 C 5.2550 -4.6279 -9.4882  -0.214
70 O 4.6548 -4.5293 -10.7711  -0.182
71 C 4.3062 -5.7644 -11.3313  -0.124
72 H 0.4880 -0.4322 -9.4902  0.087
73 H 1.6933 0.5662 -8.6638  0.078
74 H 0.3831 -0.1577 -7.7211  0.077
75 H 2.6507 -1.2326 -6.4992  0.111
76 H 3.5286 -0.3249 -7.8233  0.116
77 H 3.4101 -3.3723 -7.9595  0.100
78 H 4.4552 -2.6885 -6.7120  0.116
79 H 4.4880 -1.9352 -9.6573  0.104
80 H 6.5669 -3.3482 -8.2541  0.107
81 H 6.4549 -2.8017 -9.9141  0.113
82 H 4.5805 -4.8589 -8.6637  0.101
83 H 6.0460 -5.3778 -9.4817  0.113
84 H 5.0897 -6.5194 -11.2665  0.086
85 H 4.0062 -5.5466 -12.3563  0.089
86 H 3.3945 -6.1762 -10.8984  0.083
87 C -7.4379 -2.6418 -0.3731  -0.133
88 O -8.4349 -2.4374 0.5792  -0.179
89 C -8.0760 -1.7001 1.7472  -0.172
90 C -7.2921 -0.3514 1.5553  -0.170
91 N -8.2297 0.7282 1.3261  -0.037
92 C -8.9980 0.6433 0.1098  -0.179
93 C -9.8060 1.9107 -0.0579  -0.216
94 O -10.8949 1.8277 0.8526  -0.164
95 C -11.7932 2.8827 0.6180  -0.117
96 H -6.9885 -1.7476 -0.8049  0.066
97 H -8.0370 -3.0176 -1.2026  0.098
98 H -6.5759 -3.2847 -0.1953  0.092
99 H -7.4738 -2.3485 2.3836  0.111
100 H -8.8963 -1.6963 2.4650  0.134
101 H -6.4993 -0.2258 0.8179  0.113
102 H -6.8729 -0.0656 2.5201  0.119
103 H -7.7405 1.6015 1.4608  0.121
104 H -9.6194 -0.2522 0.1054  0.135
105 H -8.2819 0.5243 -0.7032  0.123
106 H -10.1284 1.9546 -1.0982  0.123
107 H -9.2885 2.8394 0.1823  0.124
108 H -12.6853 2.8819 1.2443  0.094
109 H -12.0328 2.8915 -0.4454  0.085
110 H -11.4001 3.8813 0.8081  0.083
111 O 0.1650 3.1747 4.0539  -0.096
112 H 0.0201 2.2864 4.3796  0.037
113 H 1.0044 3.1284 3.5961  0.028
114 O -3.9559 7.8618 -0.5379  -0.107
115 H -4.6337 7.7073 -1.1960  0.039
116 H -3.5678 8.7010 -0.7855  0.035
117 O 0.5296 6.1654 -3.0545  -0.046
118 H -0.1638 5.5517 -2.8120  0.019
119 H 0.7384 6.6251 -2.2413  0.026

4.
This record from OMol25 describes a molecular structure, C36H50IrN3O3STe. The level of theory is ωB97M-V with the def2-TZVPD basis set.

⟨S²⟩	0.7546
spin multiplicity	2
energy relative to the best compared isomer or geometry (same formula, charge and spin)	244.41	kJ/mol
gap between HOMO and LUMO (alpha / beta)	5.5 / 5.4	eV
strongest force on any atom	4.3	eV/Å
HOMO level (alpha / beta)	-8.90 / -8.73	eV
net charge	+1

Last column: Mulliken spin population.
Atoms and positions in Å:
1 Ir -0.4881 -1.0241 0.8793  0.099
2 C -1.9657 -3.8058 -0.1467  0.000
3 N -2.3302 -2.5383 0.4952  -0.004
4 C -3.0244 -2.8261 1.7794  0.002
5 C -2.7164 -1.8325 2.8908  -0.007
6 C -1.3912 -2.1485 3.5593  0.002
7 N -0.3277 -2.2598 2.5699  -0.005
8 C 0.8334 -2.6446 2.9919  -0.004
9 C 1.8908 -3.1197 2.1850  0.000
10 C 3.0361 -3.6346 2.8243  0.010
11 C 4.0557 -4.2184 2.1219  -0.005
12 C 3.9575 -4.3146 0.7287  0.018
13 C 2.8678 -3.7933 0.0739  0.029
14 C 1.8023 -3.1673 0.7655  -0.022
15 O 0.8231 -2.6592 0.0659  0.046
16 C -3.2061 -1.7348 -0.3671  0.000
17 C -2.7548 -1.5090 -1.8090  -0.001
18 C -1.3012 -1.1079 -2.0791  0.022
19 N -0.7367 -0.1823 -1.1306  -0.061
20 C -0.4907 1.0225 -1.4842  -0.022
21 C 0.1728 2.0135 -0.6936  -0.020
22 C 0.1111 3.3587 -1.0952  0.028
23 C 0.7265 4.3523 -0.3728  -0.002
24 C 1.4408 4.0158 0.7828  0.004
25 C 1.5418 2.7054 1.1855  -0.036
26 C 0.9348 1.6648 0.4537  0.059
27 O 1.1656 0.4214 0.7819  -0.025
28 H -2.8594 -4.4057 -0.3479  0.000
29 H -1.2950 -4.3564 0.5081  0.000
30 H -1.4357 -3.6225 -1.0752  -0.001
31 H -2.7160 -3.8176 2.1146  0.001
32 H -4.1055 -2.8729 1.6084  0.000
33 H -3.5046 -1.8750 3.6435  0.000
34 H -2.6844 -0.8217 2.4886  0.002
35 H -1.4746 -3.1009 4.0926  0.001
36 H -1.1551 -1.3714 4.2954  0.000
37 H 1.0094 -2.7044 4.0695  0.000
38 H 3.0970 -3.5659 3.9038  0.000
39 H 4.9220 -4.6114 2.6333  0.000
40 H 4.7417 -4.7971 0.1614  -0.001
41 H 2.7788 -3.8720 -1.0020  -0.004
42 H -3.3267 -0.7694 0.1205  0.001
43 H -4.1975 -2.2065 -0.4331  0.000
44 H -3.4089 -0.7237 -2.1958  0.000
45 H -2.9509 -2.4070 -2.3972  0.000
46 H -1.2683 -0.6979 -3.0945  0.003
47 H -0.6587 -1.9926 -2.0518  -0.001
48 H -0.8175 1.3545 -2.4738  0.006
49 H -0.4417 3.6093 -1.9933  0.001
50 H 0.6642 5.3825 -0.6941  0.000
51 H 1.9267 4.7938 1.3566  0.000
52 H 2.1095 2.4266 2.0628  -0.001
53 C -4.7471 1.1231 3.5327  0.000
54 C -5.1120 2.0191 2.3519  0.000
55 C -4.4704 1.5667 1.0483  0.000
56 S -2.6668 1.8362 0.7226  -0.001
57 O -1.9075 0.8726 1.6019  -0.005
58 C -2.4503 3.5270 1.4031  0.001
59 C -2.3237 3.6796 2.9190  0.000
60 C -0.8787 3.6623 3.4035  0.000
61 H -5.1965 1.5082 4.4465  0.000
62 H -3.6684 1.0654 3.6724  0.000
63 H -5.1201 0.1114 3.3700  0.000
64 H -4.8537 3.0576 2.5582  0.000
65 H -6.1954 1.9853 2.2125  0.000
66 H -4.9378 2.0632 0.1953  0.000
67 H -4.6116 0.4919 0.9276  0.000
68 H -3.3010 4.0787 0.9986  0.000
69 H -1.5504 3.8917 0.9060  0.000
70 H -2.8660 2.8856 3.4277  0.000
71 H -2.7844 4.6283 3.2032  0.000
72 H -0.4270 2.6857 3.2343  -0.001
73 H -0.8421 3.8745 4.4716  0.000
74 H -0.2864 4.4115 2.8804  0.000
75 C 5.4148 1.5449 -6.4854  -0.001
76 C 4.6661 1.0323 -5.2903  0.018
77 C 4.0756 -0.2261 -5.3071  -0.004
78 C 3.4104 -0.7341 -4.2026  -0.113
79 C 2.7733 -2.0936 -4.2702  0.075
80 C 3.3498 0.0309 -3.0251  0.016
81 Te 2.5415 -0.8593 -1.2723  0.836
82 C 3.8966 1.3239 -3.0100  0.031
83 C 3.8131 2.1943 -1.7871  0.046
84 C 4.5476 1.8009 -4.1402  -0.009
85 H 5.5088 0.7691 -7.2426  0.000
86 H 6.4108 1.8768 -6.1922  0.001
87 H 4.8963 2.3983 -6.9248  0.001
88 H 4.1403 -0.8211 -6.2102  0.000
89 H 2.9371 -2.5537 -5.2430  0.004
90 H 1.6986 -2.0119 -4.0947  -0.009
91 H 3.1895 -2.7512 -3.5044  -0.017
92 H 3.5416 1.5976 -0.9149  0.018
93 H 3.0591 2.9742 -1.9167  -0.003
94 H 4.7689 2.6802 -1.5916  0.001
95 H 4.9821 2.7939 -4.1188  0.000

E_tot for every record listed, in sequence, given in a.u.: -322.31516, -2513.90045, -2901.11028, -2562.02422.